{"formula": "C5H12N2O2", "method": "wB97M-V/def2-TZVPD", "total_energy_ev": -12454.267, "homo_lumo_gap_ha": 0.3716, "spin_multiplicity": 1, "smiles": "[H]/N=C(/N)C(C)(C)O.C=O", "species": ["H", "N", "C", "N", "C", "C", "C", "O", "H", "H", "H", "H", "H", "H", "H", "H", "H", "C", "O", "H", "H"], "positions_angstrom": [[1.67076, 1.36411, 0.24918], [0.94354, 1.30505, 0.95816], [-0.11018, 0.71992, 0.52572], [-1.18548, 0.62131, 1.33354], [-0.20932, 0.04608, -0.85242], [-0.75774, -1.38096, -0.71633], [-1.09272, 0.89849, -1.76767], [1.07396, 0.01072, -1.43820], [-2.04806, 0.24556, 1.01203], [-1.15971, 1.12419, 2.20410], [-1.80996, -1.39124, -0.43428], [-0.18081, -1.93455, 0.01616], [-0.65849, -1.87888, -1.67738], [-1.13604, 0.43977, -2.75204], [-2.10062, 0.98839, -1.36918], [-0.65860, 1.88985, -1.87098], [1.63665, -0.58070, -0.91310], [1.92553, -0.58791, 1.85563], [2.24071, -1.21731, 0.86866], [1.02017, -0.81696, 2.43881], [2.59639, 0.13507, 2.32959]], "nbo_charge": [0.371, -0.759, 0.462, -0.812, 0.177, -0.632, -0.608, -0.726, 0.394, 0.405, 0.197, 0.229, 0.227, 0.222, 0.202, 0.225, 0.501, 0.306, -0.625, 0.112, 0.129]}

***

{"formula": "C14H14Cl3NOPdSSi", "method": "wB97M-V/def2-TZVPD", "total_energy_ev": -78040.365, "homo_lumo_gap_ha": 0.2273, "spin_multiplicity": 1, "species": ["Pd", "Cl", "C", "C", "C", "Cl", "C", "O", "C", "Cl", "C", "H", "H", "C", "Si", "C", "C", "C", "C", "C", "C", "N", "C", "S", "H", "H", "H", "H", "H", "H", "H", "H", "H", "H", "H", "H"], "positions_angstrom": [[-2.25316, 2.05961, 0.28919], [-3.20812, 1.30767, 7.18698], [-2.68288, 1.20860, 5.53572], [-3.29101, 2.00228, 4.58542], [-2.84715, 1.89774, 3.27881], [-3.62090, 2.91259, 2.06166], [-1.83025, 1.04330, 2.87202], [-1.41796, 0.95963, 1.59981], [-1.23733, 0.25585, 3.86214], [1.42404, -2.09054, 3.38777], [-1.65980, 0.33956, 5.17425], [-4.08710, 2.68392, 4.84947], [-1.17707, -0.28518, 5.91293], [1.76778, 1.36558, -3.66851], [1.27029, -0.40707, -3.34202], [-0.33599, -0.84915, -4.19107], [2.62239, -1.54659, -3.95762], [1.11521, -0.70172, -1.46739], [1.95209, -1.64585, -0.83655], [1.91984, -1.93514, 0.52665], [0.95228, -1.16310, 1.13557], [0.22321, -0.34993, 0.62969], [0.19154, -0.01337, -0.66208], [-0.91203, 1.18899, -1.30988], [2.14220, 1.45947, -4.69076], [2.56181, 1.68175, -2.98944], [0.93236, 2.05609, -3.55351], [-0.16322, -0.96826, -5.26344], [-1.09778, -0.08114, -4.05791], [-0.73593, -1.79009, -3.80864], [2.74472, -1.40892, -5.03426], [2.38342, -2.59838, -3.78741], [3.58542, -1.33351, -3.48910], [2.67051, -2.18531, -1.44142], [2.53520, -2.64036, 1.05401], [-0.43662, -0.42900, 3.60889]], "nbo_charge": [0.762, 0.006, -0.048, -0.244, -0.130, 0.039, 0.351, -0.635, -0.265, -0.544, -0.197, 0.241, 0.242, -1.116, 1.626, -1.116, -1.119, -0.490, -0.140, -0.302, 0.569, -0.408, 0.091, -0.130, 0.240, 0.244, 0.248, 0.240, 0.248, 0.244, 0.244, 0.239, 0.240, 0.229, 0.269, 0.270]}

***

{"formula": "C37H59ClF6N3O19S", "method": "wB97M-V/def2-TZVPD", "total_energy_ev": -122355.534, "total_charge": 1, "homo_lumo_gap_ha": 0.2567, "spin_multiplicity": 1, "species": ["C", "C", "F", "C", "C", "N", "C", "C", "S", "C", "N", "N", "C", "O", "C", "C", "C", "F", "F", "C", "F", "F", "F", "C", "Cl", "H", "H", "H", "H", "H", "H", "H", "H", "H", "H", "H", "C", "C", "O", "C", "O", "O", "C", "H", "H", "H", "H", "H", "H", "H", "H", "C", "C", "O", "C", "O", "O", "C", "H", "H", "H", "H", "H", "H", "H", "H", "C", "C", "O", "C", "O", "O", "C", "H", "H", "H", "H", "H", "H", "H", "H", "C", "C", "O", "C", "O", "O", "C", "H", "H", "H", "H", "H", "H", "H", "H", "C", "C", "O", "C", "O", "O", "C", "H", "H", "H", "H", "H", "H", "H", "H", "C", "C", "O", "C", "O", "O", "C", "H", "H", "H", "H", "H", "H", "H", "H"], "positions_angstrom": [[-4.34828, -1.86970, -6.56182], [-3.89080, -2.08216, -8.01370], [-3.57256, -0.86262, -8.56463], [-2.63561, -2.91868, -8.01862], [-1.41487, -2.27689, -8.03493], [-0.26678, -2.97841, -8.00921], [1.01579, -2.23456, -7.96062], [1.22778, -1.55264, -6.59805], [0.47789, -2.59011, -5.31472], [0.99663, -1.86225, -3.82153], [0.11975, -1.53772, -2.92491], [0.84999, -1.06046, -1.84309], [2.08721, -1.11932, -2.19191], [2.26404, -1.63567, -3.44336], [-0.27403, -4.31602, -8.00760], [-1.45979, -5.02597, -7.99927], [-1.37689, -6.54396, -7.97156], [-2.31387, -7.09580, -8.73875], [-0.18106, -6.88965, -8.48970], [-1.46909, -7.14251, -6.51509], [-1.64358, -6.14594, -5.64625], [-2.47102, -7.98446, -6.42855], [-0.35489, -7.76764, -6.19710], [-2.66356, -4.31853, -7.98252], [-4.17195, -5.09488, -7.88613], [-5.42214, -1.75660, -6.48857], [-3.84145, -0.97988, -6.19876], [-4.01908, -2.68778, -5.92753], [-4.68339, -2.57675, -8.56452], [-1.33974, -1.20347, -8.05374], [1.06994, -1.52758, -8.77949], [1.78958, -2.98181, -8.09535], [2.29471, -1.41152, -6.46741], [0.74766, -0.57805, -6.62913], [2.98194, -0.85799, -1.65820], [0.69049, -4.79191, -8.00282], [6.55316, 2.41727, 2.63502], [5.46550, 2.80355, 1.65853], [4.76273, 1.64620, 1.16301], [3.84033, 1.14634, 1.98756], [3.53834, 1.57120, 3.06863], [3.30291, 0.08253, 1.38368], [2.32877, -0.61375, 2.16961], [7.22337, 1.68206, 2.18755], [7.13595, 3.29233, 2.91926], [6.13381, 1.97461, 3.53788], [5.90333, 3.27806, 0.78183], [4.75937, 3.50754, 2.09677], [1.56672, 0.06649, 2.54150], [2.81477, -1.12635, 2.99826], [1.86220, -1.34819, 1.51919], [13.30002, 2.82200, 0.34568], [12.18417, 3.18943, -0.60824], [11.48611, 2.02565, -1.08049], [10.59673, 1.51246, -0.23695], [10.31739, 1.93846, 0.85395], [10.06211, 0.42931, -0.80757], [9.12602, -0.26583, 0.01530], [13.96807, 2.09236, -0.11337], [13.87580, 3.70757, 0.61332], [12.90385, 2.37992, 1.25911], [12.59003, 3.66312, -1.49989], [11.48059, 3.88579, -0.15329], [8.35651, 0.40779, 0.38744], [9.63752, -0.74483, 0.84887], [8.66845, -1.02608, -0.61163], [4.80956, 5.80225, -5.42483], [5.77845, 4.65649, -5.62280], [6.25154, 4.14075, -4.36952], [5.41926, 3.32327, -3.73198], [4.33645, 2.96115, -4.12118], [5.99376, 2.95892, -2.58664], [5.18141, 2.12672, -1.75420], [5.25684, 6.57405, -4.79787], [4.54054, 6.24111, -6.38543], [3.89827, 5.46332, -4.93320], [6.66783, 5.00078, -6.14674], [5.33576, 3.85385, -6.21212], [4.80943, 1.26841, -2.31186], [4.35054, 2.69860, -1.34614], [5.80759, 1.77646, -0.94638], [-1.94357, 0.55545, 6.20740], [-0.76508, -0.38561, 6.07585], [-1.16573, -1.75431, 6.24476], [-1.73407, -2.31892, 5.18260], [-1.91619, -1.80078, 4.11149], [-2.08340, -3.56391, 5.51526], [-2.78850, -4.26638, 4.48868], [-2.46301, 0.38388, 7.15116], [-1.60738, 1.59141, 6.17293], [-2.66129, 0.39847, 5.40265], [-0.04152, -0.18902, 6.86441], [-0.25528, -0.26073, 5.12102], [-2.24058, -4.23882, 3.54956], [-3.78264, -3.84073, 4.35735], [-2.87808, -5.29513, 4.82576], [-5.26776, -3.50973, 8.37849], [-4.84583, -2.28110, 7.60171], [-5.77777, -1.98010, 6.55091], [-6.89085, -1.35778, 6.93870], [-7.15837, -1.01374, 8.05970], [-7.65671, -1.17201, 5.86263], [-8.91809, -0.55712, 6.13929], [-5.42865, -4.35020, 7.70162], [-4.50151, -3.78151, 9.10413], [-6.20123, -3.33309, 8.91169], [-3.89214, -2.46457, 7.11100], [-4.71972, -1.41944, 8.25669], [-8.79138, 0.36519, 6.70119], [-9.56035, -1.24593, 6.68581], [-9.38052, -0.32636, 5.18405], [-11.18214, 6.20070, 5.99815], [-10.48038, 5.06185, 6.70572], [-10.58855, 3.83350, 5.96845], [-9.75410, 3.70954, 4.94025], [-8.92203, 4.50649, 4.59418], [-9.99772, 2.53499, 4.35133], [-9.21076, 2.29891, 3.18231], [-12.21716, 5.93373, 5.78145], [-11.17171, 7.09577, 6.61960], [-10.69449, 6.43264, 5.05200], [-10.95389, 4.86434, 7.66535], [-9.43217, 5.29163, 6.89363], [-8.15123, 2.43514, 3.38744], [-9.52521, 2.96193, 2.37773], [-9.38207, 1.26827, 2.88342]], "mulliken_charge": [-1.173, -0.181, -0.342, -0.432, -0.106, -0.002, -0.795, -0.661, 0.121, 0.197, -0.355, -0.283, 0.032, -0.249, -0.019, -0.440, 0.536, -0.253, -0.303, 0.822, -0.236, -0.238, -0.239, 0.916, -0.133, 0.333, 0.387, 0.358, 0.481, 0.605, 0.341, 0.319, 0.556, 0.474, 0.464, 0.497, -1.059, -0.215, -0.291, 0.590, -0.558, -0.275, -0.779, 0.162, 0.381, 0.346, 0.325, 0.394, 0.345, 0.319, 0.283, -1.097, -0.163, -0.369, 0.779, -0.551, -0.343, -0.369, 0.296, 0.356, 0.310, 0.297, 0.299, -0.001, 0.322, 0.221, -1.098, -0.168, -0.368, 0.717, -0.586, -0.286, -0.296, 0.297, 0.356, 0.309, 0.296, 0.303, 0.340, 0.346, -0.118, -1.094, -0.011, -0.367, 0.859, -0.583, -0.345, -0.646, 0.233, 0.403, 0.308, 0.334, 0.124, 0.303, 0.265, 0.239, -1.315, 0.191, -0.283, 0.737, -0.555, -0.355, -0.573, 0.297, 0.376, 0.369, 0.008, 0.332, 0.287, 0.318, 0.143, -1.094, -0.195, -0.354, 0.777, -0.551, -0.323, -0.731, 0.295, 0.356, 0.307, 0.296, 0.316, 0.335, 0.343, 0.229]}